<1>
C2H3F3N2 | wB97M-V/def2-TZVPD

**Multiplicity**: 1

Atoms and positions in Å:
C (-1.3572, -0.4354, -0.0696)
C (1.8102, -0.1114, 0.0685)
N (-1.2397, 0.9066, 0.2910)
N (-0.5266, 0.4022, -0.7806)
F (2.2417, 1.0453, 0.5838)
F (1.6463, -1.1911, 0.8044)
F (2.5007, -0.3881, -0.9892)
H (-0.9004, -1.2189, 0.7115)
H (-2.2916, -0.6365, -0.7185)
H (-1.8834, 1.6273, 0.0988)

---

<2>
C2H3F3N2 | wB97M-V/def2-TZVPD

**Multiplicity**: 1

Atoms and positions in Å:
C (1.3154, 0.3841, -0.3207)
C (-1.3231, 0.0198, 0.2528)
N (0.8817, -0.7355, 0.2082)
N (-0.3484, -0.8644, 0.5703)
F (-1.3406, 1.2028, 0.9270)
F (-1.2303, 0.5295, -1.0800)
F (-2.4530, -0.5481, 0.4544)
H (0.6289, 1.2478, -0.3286)
H (2.3406, 0.3210, -0.7283)
H (1.5287, -1.5569, 0.0449)

---

Stability check: which of them is least stable? <1>.

---

<1>
C4H15N3O | wB97M-V/def2-TZVPD

**Multiplicity**: 1
**SMILES string**: CNCCNCN.O

Atoms and positions in Å:
C (-0.8239, 1.2174, 0.8309)
N (-1.3492, 0.0900, 1.6146)
C (-0.4719, -0.9903, 2.0177)
N (-0.1763, -1.9099, 0.9297)
C (-0.8202, 0.9822, -0.6793)
N (0.3631, 0.2547, -1.1866)
C (0.4621, 0.3494, -2.6368)
H (0.1809, 1.5199, 1.1768)
H (-1.4256, 2.0929, 1.1384)
H (-2.0970, -0.2983, 1.0429)
H (0.4828, -0.6317, 2.4204)
H (-0.8084, -1.4090, 2.9817)
H (0.4806, -2.6795, 1.0226)
H (-1.0075, -2.4920, 0.7787)
H (-1.7007, 0.4392, -1.0465)
H (-0.7197, 1.9718, -1.2058)
H (0.4604, -0.6687, -0.7787)
H (0.1518, -0.6166, -3.1455)
H (-0.2311, 1.0947, -3.0214)
H (1.4838, 0.3975, -2.9606)
H (2.2411, 0.5506, -0.4902)
H (2.4667, 0.5340, 1.0104)
O (2.8579, 0.2015, 0.1864)

---

<2>
C4H15N3O | wB97M-V/def2-TZVPD

**Multiplicity**: 1

Atoms and positions in Å:
N (-1.0788, 0.8057, -0.4148)
C (-0.8246, 0.3663, -1.7921)
C (0.6079, -0.0306, -2.1047)
N (0.6951, -0.5086, -3.4870)
H (-1.1247, 0.0024, 0.3955)
H (0.0815, 1.2698, 0.1135)
H (-1.7032, 1.6011, -0.3054)
H (-1.4790, -0.4843, -2.0279)
H (-1.0997, 1.1776, -2.4754)
H (1.2039, 0.8892, -2.0916)
H (1.0436, -0.6762, -1.3331)
H (1.6688, -0.5461, -3.7467)
H (0.3995, -1.4935, -3.5325)
C (-0.9368, -1.1887, 3.0036)
N (-0.2086, -0.7709, 1.8087)
C (0.7608, 0.3573, 1.9929)
O (1.0515, 1.0918, 0.8468)
H (-0.2728, -1.6664, 3.7170)
H (-1.7415, -1.8708, 2.7222)
H (-1.3529, -0.2795, 3.4449)
H (0.1881, -1.5318, 1.2760)
H (1.6424, -0.0776, 2.4900)
H (0.2663, 1.0183, 2.7130)

---

Stability check: which of them is least stable? <2>.

---

<1>
C5H11NOS | wB97M-V/def2-TZVPD

**Multiplicity**: 1
**SMILES string**: C[C@]1(S)[C@H](N)[C@@]1(C)O

Atoms and positions in Å:
C (-0.7176, -1.1096, 1.2052)
C (-0.8115, -0.1156, 0.0008)
C (0.1546, -0.1824, -1.1818)
C (0.2023, 1.0736, -0.2377)
C (1.4357, 1.1756, 0.5891)
H (-1.6529, -1.8857, 1.3280)
H (-0.9464, -0.4943, 2.0738)
H (0.3478, -1.6489, 1.2800)
H (-3.0670, -0.8287, -0.8219)
H (-0.2876, -0.1510, -2.1389)
H (0.7188, -2.1747, -1.3410)
H (1.5772, -1.3759, -0.1802)
H (2.0185, 0.2267, 0.5086)
H (1.2588, 1.4327, 1.6529)
H (2.1863, 1.9037, 0.2114)
H (-1.0509, 2.4864, -0.9207)
N (1.1847, -1.1933, -1.2835)
O (-0.1511, 2.3994, -0.3642)
S (-2.3997, 0.4619, -0.3800)

---

<2>
C5H11NOS | wB97M-V/def2-TZVPD

**Multiplicity**: 1
**SMILES string**: C[C@@H](CCS)NC=O

Atoms and positions in Å:
O (-1.6287, -2.8470, -0.7759)
C (-1.2001, -1.6713, -0.5971)
N (-0.3060, -1.4172, 0.4147)
C (0.0575, -0.1648, 1.0412)
C (1.3662, 0.5154, 0.4087)
C (1.0881, 0.8110, -1.0079)
S (-0.1111, 2.3279, -1.1427)
C (0.4377, -0.4342, 2.5215)
H (-1.4604, -0.7549, -1.2115)
H (-0.0175, -2.2672, 0.8955)
H (-0.8795, 0.4734, 0.9526)
H (1.8091, 1.2801, 1.0018)
H (2.1116, -0.4500, 0.5400)
H (0.5728, 0.1098, -1.5550)
H (1.9238, 1.1546, -1.5330)
H (0.6876, 3.1062, -0.3622)
H (-0.4333, -0.1303, 3.0791)
H (0.7213, -1.4259, 2.7611)
H (1.4179, 0.0190, 2.8206)

---

<3>
C5H11NOS | wB97M-V/def2-TZVPD

**Multiplicity**: 1
**SMILES string**: C[C@@]1(S)[C@H](N)C[C@@H]1O

Atoms and positions in Å:
C (1.0310, 0.9679, -1.2848)
C (0.1163, 0.5467, -0.1375)
C (-0.8474, -0.6181, -0.5396)
C (0.2100, -1.6038, 0.0226)
C (0.8233, -0.4529, 0.8322)
H (1.8300, 1.6322, -0.9416)
H (1.5064, 0.1016, -1.7688)
H (0.4562, 1.5223, -2.0532)
H (0.2588, 2.8609, 0.3690)
H (-1.0350, -0.6827, -1.6200)
H (-2.7050, 0.0372, -0.0872)
H (-1.9494, -0.7377, 1.1497)
H (0.8897, -2.0026, -0.7431)
H (-0.1840, -2.3848, 0.5983)
H (1.9208, -0.3981, 0.8864)
H (0.2286, 0.4586, 2.4188)
N (-2.1112, -0.7479, 0.1435)
O (0.2752, -0.4705, 2.1266)
S (-0.7143, 1.9718, 0.6287)

---

<4>
C5H11NOS | wB97M-V/def2-TZVPD

**Multiplicity**: 1
**SMILES string**: CCN(OC)C(C)=S

Atoms and positions in Å:
C (0.3964, 1.7207, -0.9823)
C (-0.8005, 0.7788, -0.8517)
C (1.8502, -1.2427, -0.5485)
C (-0.7000, -1.0679, 0.9084)
C (-1.3223, -0.1075, 1.8769)
H (1.1467, 1.3423, -1.6404)
H (0.8601, 1.9300, 0.0194)
H (0.0569, 2.6907, -1.4431)
H (-1.2085, 0.5157, -1.8255)
H (-1.5431, 1.2645, -0.2526)
H (1.7449, -1.6384, 0.4741)
H (2.2969, -1.9717, -1.2444)
H (2.1976, -0.1434, -0.5129)
H (-0.8522, 0.8654, 1.7893)
H (-2.3446, -0.0034, 1.5191)
H (-1.4132, -0.5456, 2.8753)
N (-0.3719, -0.4886, -0.2612)
O (0.4732, -1.1843, -1.1073)
S (-0.4668, -2.7146, 1.2076)

---

Stability check: which of them is least stable? <1>.

---

<1>
C5H11NOS | wB97M-V/def2-TZVPD

**Multiplicity**: 1
**SMILES string**: CSCC[C@H](N)C=O

Atoms and positions in Å:
O (-2.6210, 2.3216, 0.2644)
C (-2.4274, 1.2074, 0.6652)
C (-0.9613, 0.6471, 0.6544)
C (-0.3327, 1.1516, -0.6733)
C (0.8554, 0.3062, -1.1530)
S (2.2567, 0.1054, 0.0588)
C (2.3911, -1.7282, 0.1361)
N (-0.8963, -0.7933, 0.7983)
H (-3.2460, 0.5916, 1.1216)
H (-0.5792, 1.2193, 1.5143)
H (0.0966, 2.1360, -0.5117)
H (-1.0920, 1.1768, -1.4536)
H (1.3074, 0.9527, -1.9337)
H (0.6074, -0.6706, -1.5596)
H (2.8273, -2.1590, -0.7720)
H (1.3814, -2.1306, 0.2448)
H (2.9881, -1.9683, 1.0167)
H (-1.4261, -1.0519, 1.6179)
H (-1.1293, -1.3139, -0.0358)

---

<2>
C5H11NOS | wB97M-V/def2-TZVPD

**Multiplicity**: 1

Atoms and positions in Å:
C (-0.3854, 1.6414, -0.3464)
C (-1.0261, 2.6509, -0.2127)
C (1.5730, 0.3549, 1.7239)
C (0.7467, -1.9069, 1.0583)
C (0.4719, -0.3738, 1.0077)
N (-0.7240, -0.6576, -1.4673)
O (-2.4164, 0.8181, -3.1538)
S (0.4579, 0.1831, -0.8331)
H (-3.0892, 0.0792, -3.2701)
H (-1.7183, 0.3900, -2.5622)
H (-1.2196, 3.6465, 0.0386)
H (1.4432, 1.4623, 1.6212)
H (1.7219, 0.1096, 2.7391)
H (2.4730, -0.0220, 1.3209)
H (1.6286, -2.1456, 0.5220)
H (0.1059, -2.5145, 0.4416)
H (0.8231, -2.2541, 2.0611)
H (-0.5384, -0.2464, 1.4496)
H (-0.3279, -1.2151, -2.1383)

---

<3>
C5H11NOS | wB97M-V/def2-TZVPD

**Multiplicity**: 1
**SMILES string**: CN[C@H](C=O)CCS

Atoms and positions in Å:
C (1.6194, 1.9104, -0.7208)
N (0.8845, 1.2142, 0.3452)
C (-0.0989, 0.2511, -0.1093)
C (-0.5679, -0.5853, 1.1523)
C (-0.7479, -2.0691, 0.8532)
S (0.6857, -2.9101, 0.1534)
C (-1.2842, 0.8549, -0.8477)
O (-1.9618, 0.1853, -1.5912)
H (2.5846, 1.4023, -0.8655)
H (1.0909, 1.8504, -1.6770)
H (1.8509, 2.9249, -0.4047)
H (0.5768, 1.8873, 1.0151)
H (0.3724, -0.4511, -0.7961)
H (-1.4213, -0.1411, 1.6517)
H (0.3014, -0.4073, 1.7909)
H (-1.6203, -2.0874, 0.1914)
H (-1.0367, -2.6233, 1.7476)
H (0.2136, -3.1555, -1.0801)
H (-1.4410, 1.9493, -0.8085)

---

Stability check: which of them is least stable? <2>.